14 unconnected molecules or ions with the total composition C6H43N2O13 at a distorted geometry. Source: the OMol25 dataset; level of theory: ωB97M-V with the def2-TZVPD basis set.

energy relative to the best compared isomer or geometry (same formula, charge and spin) = 273.5 kJ/mol
E = -1341.790539 Eh
gap between HOMO and LUMO (alpha / beta) = 0.070 / 0.318 Eh

```
! RIJCOSX wB97M-V def2-TZVPD def2/J DEFGRID3
* xyz 0 2
O -1.74945 0.60759 2.31179
O -4.26127 -0.20109 -1.72840
O 1.20875 -3.82011 1.27628
O 4.86573 -1.87174 -0.79914
O 2.38535 -3.21305 -1.09380
O -3.64588 1.81860 0.22233
O 2.39186 3.30620 -1.92784
O -1.54212 -2.70668 1.20103
O -3.61719 -1.12092 2.76597
O 4.68625 0.46302 0.38078
O -5.05709 -0.12522 0.77624
O 1.40489 3.94647 1.49916
O -1.18094 2.72964 -1.19379
N 0.64083 1.22499 1.23406
N 0.37601 0.02414 -1.12941
C -0.66021 -0.93754 -0.74654
C 1.74085 0.23275 0.97540
C 1.74418 -0.76767 2.16991
C 1.63880 -0.26924 -0.55947
C 0.54565 0.02798 -2.56123
C -0.60973 0.57391 -3.54643
H -4.39293 -1.64007 2.90168
H -2.72687 1.93753 0.00463
H 4.04462 -2.38261 -0.62323
H -1.17612 -0.61229 0.13362
H -1.43197 1.00943 -2.85674
H 1.52817 -1.83382 1.73088
H -2.07156 -0.25340 2.54415
H -3.96790 -0.42695 2.10254
H -2.05103 -2.04995 1.71096
H -0.06680 1.22306 -4.17440
H 0.93043 2.27031 1.15686
H 1.31392 -4.83527 1.37867
H -5.05575 0.32825 -1.95400
H -0.91216 -0.25400 -4.19536
H 0.71136 -0.96778 -2.86242
H 0.07991 1.26965 0.32731
H 1.97001 -3.48556 -0.27471
H 1.27717 4.59842 0.70870
H 4.60408 -1.36415 -1.53823
H 2.51056 4.12539 -2.46692
H -1.49742 -0.87068 -1.54627
H 3.08927 3.43182 -1.27173
H -3.92496 2.67777 -0.15824
H 2.51917 0.36658 -0.87291
H -5.31886 0.77361 0.86262
H 0.25306 -3.83788 1.27247
H 1.94500 -1.42110 -0.66749
H 2.22517 -3.90372 -1.75391
H 4.73513 -0.49357 0.22917
H -2.27977 1.20622 2.87101
H 1.44744 0.58607 -2.71838
H 2.66451 -1.09133 2.67611
H -0.37605 -1.99339 -0.80531
H -4.34378 -0.84742 -2.43958
H -4.76799 0.07410 -0.18375
H 2.24311 4.28325 1.79357
H 1.18187 -0.55131 3.04235
H -0.05037 0.97990 2.06711
H -1.15316 1.85923 -1.67321
H 5.62262 0.60948 0.30502
H 2.69083 0.76418 0.93489
H -2.16453 -3.44316 1.17582
H -0.55212 3.31047 -1.49321
*
```

Löwdin atomic charge list, values in e, 4 entries: number 1, O, carries -0.062; number 2, O, carries -0.059; number 3, O, carries -0.085; number 4, O, carries -0.045